Molecular formula: C7H6N2OS
Method: DFT, wB97M-V/def2-TZVPD

Computed properties:
- LUMO (alpha / beta) (eV) = 0.0 / -2.4
- ΔE to the lowest compared entry with this formula, charge and spin (kJ/mol) = 0.0
- molecular weight (g/mol) = 166.2
- largest force on an atom (Eh/bohr) = 0.08996
- total energy (Eh) = -853.09962
- spin multiplicity = 3
- <S²> = 2.0349

Last column: Mulliken charge in e.
Geometry (Å):
S1 0.3689 -4.3316 -0.8472  -0.193
O1 -0.1288 -1.3483 2.3204  -0.544
N1 -0.4418 -0.1946 1.8877  0.099
N2 0.6205 0.5535 -1.5047  -0.524
C1 -0.3626 2.5106 -0.5398  -0.491
C2 0.3654 -2.8635 -0.0376  -0.570
C3 -0.1495 0.4416 0.6979  0.655
C4 -0.5864 1.8187 0.6005  -0.565
C5 0.4684 -1.6801 -0.7481  -0.289
C6 0.3210 -0.2831 -0.4855  0.624
C7 0.4585 1.8139 -1.5104  -0.273
H1 -1.1434 2.0520 1.5001  0.362
H2 -0.9713 0.2290 2.6111  0.173
H3 -0.8083 3.5334 -0.6466  0.328
H4 0.7270 -1.6682 -1.8611  0.313
H5 0.9761 2.1574 -2.4324  0.391
H6 0.2864 -2.7405 0.9958  0.504